Entry 1:
Below is a 3-piece molecular cluster, C2H7OS2 overall, with properties calculated with ωB97M-V/def2-TZVPD.

* E: -25904.76417 eV
* total charge: -1
* orbital gap: 5.993 eV

Element x y z (Å)
C -2.90828 3.05268 -0.19683
O -4.12841 3.04464 -0.62088
H -2.08627 3.03104 -0.97564
H 3.26086 -4.31248 -4.53668
H -2.72076 2.96336 0.85070
C 0.82037 -1.17825 1.81625
S 1.60216 0.42704 1.36338
S 0.11585 1.87369 1.19735
H 1.32375 -1.93258 1.19196
H 1.01610 -1.41809 2.89159
H -0.26407 -1.03894 1.62416
H 3.96872 -4.51211 -4.60535

***

Entry 2:
Below is C11H14N2O4PPdSe as an isolated structure, with properties calculated with ωB97M-V/def2-TZVPD.

* E: -100914.69407 eV
* total charge: +1
* orbital gap: 6.912 eV

Element x y z (Å)
Pd 0.00954 -0.34759 0.20361
O -3.47704 2.58884 -0.48764
C -2.40707 1.79980 -0.46864
O -2.42215 0.61430 -0.67630
C -1.14670 2.57705 -0.17960
C -1.16126 3.92967 0.13790
C 0.04914 4.56578 0.36395
C 1.22807 3.85026 0.20075
C 1.15005 2.50610 -0.13525
N -0.01862 1.87379 -0.26983
C 2.35804 1.62636 -0.37894
O 3.50720 2.21208 -0.67721
O 2.28227 0.42122 -0.31477
H -4.25828 2.04456 -0.68226
H -2.09901 4.45823 0.20825
H 0.07645 5.60908 0.64442
H 2.18041 4.33643 0.36155
H 3.43006 3.17062 -0.76536
Se -0.92397 0.14650 2.35971
C -0.17928 -1.10965 3.46757
N 0.26614 -1.91620 4.15881
C 1.34459 -3.26354 1.53728
P 0.06518 -2.56184 0.48801
C -1.48504 -3.35066 0.95282
C 0.45960 -3.10702 -1.19341
H 1.32567 -4.34939 1.42904
H 1.17220 -2.99751 2.57996
H 2.31982 -2.88348 1.23302
H -1.35975 -4.43433 0.91927
H -2.27881 -3.05125 0.26990
H -1.75350 -3.04963 1.96542
H 0.49848 -4.19813 -1.20321
H 1.42946 -2.71470 -1.49962
H -0.30044 -2.77187 -1.89868

***

Entry 3:
Below is C16H28HfN7O2S as an isolated structure, with properties calculated with ωB97M-V/def2-TZVPD.

* E: -43691.64106 eV
* total charge: +3
* orbital gap: 8.143 eV

Element x y z (Å)
Hf -0.32947 -0.03432 0.09200
C 0.87458 -2.27715 -4.02482
C 0.56545 -1.31700 -2.91808
N 0.31057 -1.65164 -1.69224
N 0.25463 -3.05369 -1.39608
C -0.15216 -3.48583 -0.20806
N -0.26488 -4.75208 0.08650
S -2.11974 -1.67661 0.42839
C 0.42603 0.14777 -3.16209
C 0.87221 0.69958 -4.34734
C 0.57860 2.03583 -4.61023
C -0.21549 2.74240 -3.71961
C -0.46301 2.13848 -2.49467
N -0.15469 0.88760 -2.17245
H 1.58452 -3.01216 -3.67731
H 1.34892 -1.76311 -4.86239
H -0.03295 -2.74649 -4.35757
H 0.73103 -3.68669 -2.04147
H 0.16142 -5.50029 -0.43939
H -0.81553 -4.96251 0.89779
H 1.45121 0.17086 -5.07639
H 0.92331 2.54524 -5.50838
H -0.46321 3.73038 -3.89414
H -0.86368 2.80443 -1.72943
C -1.60720 1.36618 2.93369
C -2.40368 1.87676 1.75898
N -1.51316 2.07771 0.55813
C -0.55924 3.17739 0.82954
C 0.87868 2.89334 0.46092
N 1.27512 1.51584 0.96609
C 1.43192 1.57677 2.46598
C 0.70402 0.45236 3.17754
N -0.60149 0.32065 2.50745
H -2.28964 0.89210 3.63425
H -1.04888 2.16871 3.44905
H -2.89997 2.80613 2.02908
H -3.19131 1.16858 1.48805
H -2.07290 2.43713 -0.18902
H -0.57858 3.41662 1.91890
H -0.86979 4.14164 0.41496
H 1.46839 3.66128 0.90860
H 1.09954 2.92364 -0.61789
H 2.24713 1.40676 0.63730
H 1.00020 2.52938 2.75226
H 2.48261 1.64974 2.65489
H 0.57715 0.66976 4.22012
H 1.18727 -0.51340 3.11572
H -0.95743 -0.59279 2.74574
C 0.50133 -3.61473 2.82700
O -0.69782 -3.16578 2.13526
C -0.57284 -2.48985 0.92863
O 0.54039 -1.59226 0.98134
H 0.10967 -4.45532 3.39569
H 0.79351 -2.82000 3.54734
H 1.35932 -3.86734 2.19182

***

Entry 4:
Below is a 2-piece molecular cluster, C2H8NO overall, with properties calculated with ωB97M-V/def2-TZVPD.

* E: -5734.29775 eV
* total charge: +1
* orbital gap: 12.262 eV

Element x y z (Å)
O -1.25326 0.19556 2.08799
H -0.98267 -0.37793 2.81323
H -2.13590 0.52015 2.31487
H 0.61926 -1.32690 -2.10100
C 1.14920 -0.55827 -1.55202
C 0.35180 -0.23519 -0.36429
N -0.32701 0.82661 -0.19246
H 1.19804 0.31378 -2.20463
H 2.16537 -0.88221 -1.33245
H 0.25965 -0.97761 0.42621
H -0.03980 1.74660 -0.50855
H -1.00468 0.75542 0.61311

***

The highest E belongs to which entry?
C2H8NO

***

Copy entry 3 word for word.
Below is C16H28HfN7O2S as an isolated structure, with properties calculated with ωB97M-V/def2-TZVPD.

* E: -43691.64106 eV
* total charge: +3
* orbital gap: 8.143 eV

Element x y z (Å)
Hf -0.32947 -0.03432 0.09200
C 0.87458 -2.27715 -4.02482
C 0.56545 -1.31700 -2.91808
N 0.31057 -1.65164 -1.69224
N 0.25463 -3.05369 -1.39608
C -0.15216 -3.48583 -0.20806
N -0.26488 -4.75208 0.08650
S -2.11974 -1.67661 0.42839
C 0.42603 0.14777 -3.16209
C 0.87221 0.69958 -4.34734
C 0.57860 2.03583 -4.61023
C -0.21549 2.74240 -3.71961
C -0.46301 2.13848 -2.49467
N -0.15469 0.88760 -2.17245
H 1.58452 -3.01216 -3.67731
H 1.34892 -1.76311 -4.86239
H -0.03295 -2.74649 -4.35757
H 0.73103 -3.68669 -2.04147
H 0.16142 -5.50029 -0.43939
H -0.81553 -4.96251 0.89779
H 1.45121 0.17086 -5.07639
H 0.92331 2.54524 -5.50838
H -0.46321 3.73038 -3.89414
H -0.86368 2.80443 -1.72943
C -1.60720 1.36618 2.93369
C -2.40368 1.87676 1.75898
N -1.51316 2.07771 0.55813
C -0.55924 3.17739 0.82954
C 0.87868 2.89334 0.46092
N 1.27512 1.51584 0.96609
C 1.43192 1.57677 2.46598
C 0.70402 0.45236 3.17754
N -0.60149 0.32065 2.50745
H -2.28964 0.89210 3.63425
H -1.04888 2.16871 3.44905
H -2.89997 2.80613 2.02908
H -3.19131 1.16858 1.48805
H -2.07290 2.43713 -0.18902
H -0.57858 3.41662 1.91890
H -0.86979 4.14164 0.41496
H 1.46839 3.66128 0.90860
H 1.09954 2.92364 -0.61789
H 2.24713 1.40676 0.63730
H 1.00020 2.52938 2.75226
H 2.48261 1.64974 2.65489
H 0.57715 0.66976 4.22012
H 1.18727 -0.51340 3.11572
H -0.95743 -0.59279 2.74574
C 0.50133 -3.61473 2.82700
O -0.69782 -3.16578 2.13526
C -0.57284 -2.48985 0.92863
O 0.54039 -1.59226 0.98134
H 0.10967 -4.45532 3.39569
H 0.79351 -2.82000 3.54734
H 1.35932 -3.86734 2.19182

***

Repeat the third record exactly.
Below is C16H28HfN7O2S as an isolated structure, with properties calculated with ωB97M-V/def2-TZVPD.

* E: -43691.64106 eV
* total charge: +3
* orbital gap: 8.143 eV

Element x y z (Å)
Hf -0.32947 -0.03432 0.09200
C 0.87458 -2.27715 -4.02482
C 0.56545 -1.31700 -2.91808
N 0.31057 -1.65164 -1.69224
N 0.25463 -3.05369 -1.39608
C -0.15216 -3.48583 -0.20806
N -0.26488 -4.75208 0.08650
S -2.11974 -1.67661 0.42839
C 0.42603 0.14777 -3.16209
C 0.87221 0.69958 -4.34734
C 0.57860 2.03583 -4.61023
C -0.21549 2.74240 -3.71961
C -0.46301 2.13848 -2.49467
N -0.15469 0.88760 -2.17245
H 1.58452 -3.01216 -3.67731
H 1.34892 -1.76311 -4.86239
H -0.03295 -2.74649 -4.35757
H 0.73103 -3.68669 -2.04147
H 0.16142 -5.50029 -0.43939
H -0.81553 -4.96251 0.89779
H 1.45121 0.17086 -5.07639
H 0.92331 2.54524 -5.50838
H -0.46321 3.73038 -3.89414
H -0.86368 2.80443 -1.72943
C -1.60720 1.36618 2.93369
C -2.40368 1.87676 1.75898
N -1.51316 2.07771 0.55813
C -0.55924 3.17739 0.82954
C 0.87868 2.89334 0.46092
N 1.27512 1.51584 0.96609
C 1.43192 1.57677 2.46598
C 0.70402 0.45236 3.17754
N -0.60149 0.32065 2.50745
H -2.28964 0.89210 3.63425
H -1.04888 2.16871 3.44905
H -2.89997 2.80613 2.02908
H -3.19131 1.16858 1.48805
H -2.07290 2.43713 -0.18902
H -0.57858 3.41662 1.91890
H -0.86979 4.14164 0.41496
H 1.46839 3.66128 0.90860
H 1.09954 2.92364 -0.61789
H 2.24713 1.40676 0.63730
H 1.00020 2.52938 2.75226
H 2.48261 1.64974 2.65489
H 0.57715 0.66976 4.22012
H 1.18727 -0.51340 3.11572
H -0.95743 -0.59279 2.74574
C 0.50133 -3.61473 2.82700
O -0.69782 -3.16578 2.13526
C -0.57284 -2.48985 0.92863
O 0.54039 -1.59226 0.98134
H 0.10967 -4.45532 3.39569
H 0.79351 -2.82000 3.54734
H 1.35932 -3.86734 2.19182

***

Please write out number 3 again, unchanged.
Below is C16H28HfN7O2S as an isolated structure, with properties calculated with ωB97M-V/def2-TZVPD.

* E: -43691.64106 eV
* total charge: +3
* orbital gap: 8.143 eV

Element x y z (Å)
Hf -0.32947 -0.03432 0.09200
C 0.87458 -2.27715 -4.02482
C 0.56545 -1.31700 -2.91808
N 0.31057 -1.65164 -1.69224
N 0.25463 -3.05369 -1.39608
C -0.15216 -3.48583 -0.20806
N -0.26488 -4.75208 0.08650
S -2.11974 -1.67661 0.42839
C 0.42603 0.14777 -3.16209
C 0.87221 0.69958 -4.34734
C 0.57860 2.03583 -4.61023
C -0.21549 2.74240 -3.71961
C -0.46301 2.13848 -2.49467
N -0.15469 0.88760 -2.17245
H 1.58452 -3.01216 -3.67731
H 1.34892 -1.76311 -4.86239
H -0.03295 -2.74649 -4.35757
H 0.73103 -3.68669 -2.04147
H 0.16142 -5.50029 -0.43939
H -0.81553 -4.96251 0.89779
H 1.45121 0.17086 -5.07639
H 0.92331 2.54524 -5.50838
H -0.46321 3.73038 -3.89414
H -0.86368 2.80443 -1.72943
C -1.60720 1.36618 2.93369
C -2.40368 1.87676 1.75898
N -1.51316 2.07771 0.55813
C -0.55924 3.17739 0.82954
C 0.87868 2.89334 0.46092
N 1.27512 1.51584 0.96609
C 1.43192 1.57677 2.46598
C 0.70402 0.45236 3.17754
N -0.60149 0.32065 2.50745
H -2.28964 0.89210 3.63425
H -1.04888 2.16871 3.44905
H -2.89997 2.80613 2.02908
H -3.19131 1.16858 1.48805
H -2.07290 2.43713 -0.18902
H -0.57858 3.41662 1.91890
H -0.86979 4.14164 0.41496
H 1.46839 3.66128 0.90860
H 1.09954 2.92364 -0.61789
H 2.24713 1.40676 0.63730
H 1.00020 2.52938 2.75226
H 2.48261 1.64974 2.65489
H 0.57715 0.66976 4.22012
H 1.18727 -0.51340 3.11572
H -0.95743 -0.59279 2.74574
C 0.50133 -3.61473 2.82700
O -0.69782 -3.16578 2.13526
C -0.57284 -2.48985 0.92863
O 0.54039 -1.59226 0.98134
H 0.10967 -4.45532 3.39569
H 0.79351 -2.82000 3.54734
H 1.35932 -3.86734 2.19182